1.
{
  "formula": "C64H150BClF4N8O3",
  "method": "ωB97M-V with the def2-TZVPD basis set",
  "e_lumo_ev": -10.0,
  "e_homo_ev": -17.65,
  "total_energy_ev": -110878.201,
  "total_charge": 6,
  "fmax_ev_per_a": 3.8,
  "species": ["C", "C", "N", "C", "C", "C", "C", "C", "O", "C", "H", "H", "H", "H", "H", "H", "H", "H", "H", "H", "H", "H", "H", "H", "H", "H", "H", "H", "H", "H", "C", "C", "N", "C", "C", "C", "C", "C", "O", "C", "H", "H", "H", "H", "H", "H", "H", "H", "H", "H", "H", "H", "H", "H", "H", "H", "H", "H", "H", "H", "C", "C", "N", "C", "C", "C", "C", "C", "O", "C", "H", "H", "H", "H", "H", "H", "H", "H", "H", "H", "H", "H", "H", "H", "H", "H", "H", "H", "H", "H", "C", "C", "C", "N", "C", "C", "C", "C", "C", "H", "H", "H", "H", "H", "H", "H", "H", "H", "H", "H", "H", "H", "H", "H", "H", "H", "H", "C", "C", "C", "N", "C", "C", "C", "C", "C", "H", "H", "H", "H", "H", "H", "H", "H", "H", "H", "H", "H", "H", "H", "H", "H", "H", "H", "C", "C", "C", "N", "C", "C", "C", "C", "C", "H", "H", "H", "H", "H", "H", "H", "H", "H", "H", "H", "H", "H", "H", "H", "H", "H", "H", "C", "C", "C", "N", "C", "C", "C", "C", "C", "H", "H", "H", "H", "H", "H", "H", "H", "H", "H", "H", "H", "H", "H", "H", "H", "H", "H", "C", "C", "C", "N", "C", "C", "C", "C", "C", "H", "H", "H", "H", "H", "H", "H", "H", "H", "H", "H", "H", "H", "H", "H", "H", "H", "H", "Cl", "B", "F", "F", "F", "F"],
  "coordinates": [[-2.749182, -5.518138, 2.376727], [-1.678481, -5.505747, 1.248474], [-1.742744, -6.584461, 0.160113], [-1.475777, -7.929349, 0.886490], [-3.136676, -6.621352, -0.490595], [-3.648620, -5.295946, -1.102328], [-0.577446, -6.220472, -0.754111], [-0.221873, -7.290049, -1.806290], [0.224723, -8.508384, -1.265790], [1.623519, -8.573091, -0.868945], [-2.779030, -4.594806, 2.955043], [-2.413020, -6.213546, 3.148957], [-3.762426, -5.776902, 2.074614], [-0.645713, -5.436553, 1.579506], [-1.825781, -4.586798, 0.678357], [-1.440313, -8.685433, 0.107100], [-2.321213, -8.131187, 1.539458], [-0.509009, -7.888407, 1.380452], [-3.797504, -7.056820, 0.254049], [-3.033619, -7.324817, -1.315707], [-4.108180, -4.656435, -0.348592], [-4.479168, -5.621976, -1.730364], [-2.927047, -4.780638, -1.732044], [0.298779, -6.073766, -0.129163], [-0.877806, -5.351874, -1.336682], [0.385733, -6.880794, -2.617119], [-1.133939, -7.526273, -2.363443], [1.584145, -8.150787, 0.137706], [2.377935, -8.062840, -1.469351], [2.011709, -9.584845, -0.769593], [4.224896, -4.839104, -0.390239], [5.617284, -4.697493, -0.991950], [5.674331, -3.881173, -2.304635], [5.055904, -4.554125, -3.532122], [4.947294, -2.532317, -2.163066], [5.569623, -1.660204, -1.071158], [7.151922, -3.666685, -2.606107], [8.055473, -4.896539, -2.728058], [7.573786, -5.702579, -3.740092], [8.290159, -6.916258, -3.985183], [3.712772, -3.899978, -0.188641], [4.224583, -5.390905, 0.547860], [3.534238, -5.341471, -1.070511], [5.942287, -5.699425, -1.268384], [6.278053, -4.309826, -0.218865], [3.975810, -4.660141, -3.416057], [5.290362, -5.599128, -3.335238], [5.387498, -4.164212, -4.486320], [3.905969, -2.824263, -2.068701], [5.138176, -1.967608, -3.076731], [5.536437, -2.083030, -0.065394], [4.931980, -0.785675, -0.920897], [6.582724, -1.339128, -1.301363], [7.529908, -2.962590, -1.864892], [7.182892, -3.051341, -3.508804], [8.004138, -5.407662, -1.761310], [9.071082, -4.586248, -2.992769], [8.323442, -7.589439, -3.123126], [9.322055, -6.556395, -4.048141], [8.024850, -7.536026, -4.836073], [-7.377483, -4.423950, 7.616718], [-7.934392, -5.194246, 6.428791], [-7.705050, -4.658936, 5.008205], [-8.579245, -3.466892, 4.857063], [-6.240833, -4.306641, 4.770964], [-5.859004, -3.588488, 3.423373], [-7.971797, -5.774261, 3.972117], [-9.359978, -6.339928, 3.963950], [-10.286952, -5.326631, 3.684091], [-11.593810, -5.843093, 3.567885], [-7.292899, -3.372666, 7.331039], [-6.376652, -4.766804, 7.874771], [-7.979831, -4.448766, 8.521858], [-9.018091, -5.292878, 6.410821], [-7.494568, -6.192260, 6.443668], [-8.447723, -3.136724, 3.826715], [-8.198992, -2.643108, 5.460190], [-9.634603, -3.643233, 5.028261], [-5.651419, -5.209054, 4.919292], [-5.993283, -3.647600, 5.603015], [-6.443560, -2.766424, 3.006691], [-5.983046, -4.319039, 2.621515], [-4.842671, -3.199282, 3.442995], [-7.212545, -6.526036, 4.175237], [-7.822355, -5.280856, 3.012971], [-9.635346, -6.941951, 4.839307], [-9.467670, -7.159067, 3.241408], [-12.135272, -5.977228, 4.506832], [-11.594713, -6.787918, 3.018085], [-12.240022, -5.197012, 2.973313], [1.225482, 0.645404, -1.475356], [-0.166215, 0.869518, -0.869776], [-1.290783, -0.125236, -1.134274], [-2.399982, -0.049251, -0.093350], [-1.952968, -0.135346, 1.359150], [-3.415488, -1.117573, -0.549873], [-4.785553, -0.712835, -0.008842], [-4.748158, 0.753607, -0.100405], [-3.266163, 1.207914, -0.329231], [1.982537, 1.356852, -1.137713], [1.298987, 0.554694, -2.559067], [1.622230, -0.272399, -1.028086], [-0.414150, 1.867207, -1.242787], [-0.007490, 0.970139, 0.202814], [-0.963736, -1.160441, -1.014147], [-1.714575, -0.023716, -2.131402], [-1.500461, 0.799407, 1.679238], [-1.257505, -0.976768, 1.374054], [-2.857412, -0.423787, 1.891449], [-3.018455, -1.985183, -0.019993], [-3.538397, -1.267029, -1.619310], [-5.051834, -1.031015, 1.001960], [-5.668525, -1.081198, -0.533853], [-5.172630, 1.265240, 0.766294], [-5.360869, 1.185103, -0.894298], [-2.944692, 1.978947, 0.371494], [-3.186334, 1.561548, -1.355043], [3.963847, 2.957550, -6.046729], [5.427373, 2.608358, -6.101109], [6.100276, 2.757088, -4.762743], [7.585871, 2.406866, -4.685989], [8.459192, 3.333900, -5.489160], [7.846113, 0.973295, -5.167624], [8.017518, 0.115286, -3.959272], [7.722708, 0.970055, -2.687776], [8.092348, 2.353910, -3.238184], [3.403561, 2.913754, -6.974414], [3.925767, 3.878914, -5.452166], [3.479210, 2.345822, -5.277864], [6.023586, 2.950319, -6.948875], [5.357326, 1.560997, -6.419259], [5.701580, 2.038842, -4.042360], [6.038722, 3.735484, -4.283079], [9.534932, 3.191132, -5.433229], [8.034029, 4.289657, -5.186344], [8.201064, 3.110296, -6.524422], [8.796192, 1.082206, -5.689816], [7.158044, 0.641460, -5.940837], [9.070633, -0.151057, -3.873314], [7.439172, -0.807228, -3.929068], [8.474643, 0.741639, -1.933720], [6.718478, 0.916299, -2.271981], [9.165460, 2.428771, -3.393162], [7.551770, 3.165711, -2.754217], [1.195181, 5.298057, -4.812155], [2.032115, 6.485304, -4.362323], [1.597267, 6.991003, -2.960358], [2.139507, 8.366844, -2.561863], [1.228752, 9.476273, -3.090157], [2.103188, 8.347352, -1.016262], [3.562798, 8.464367, -0.552924], [4.272498, 9.201284, -1.681870], [3.629516, 8.591719, -2.925674], [1.030020, 4.501203, -4.083315], [1.710831, 4.862948, -5.666407], [0.201131, 5.664821, -5.071849], [1.997194, 7.266263, -5.123164], [3.065345, 6.132631, -4.380967], [1.873907, 6.207952, -2.253269], [0.519435, 7.081394, -2.817111], [0.681986, 9.257856, -4.005371], [1.636450, 10.480806, -3.014133], [0.415834, 9.432343, -2.361406], [1.544722, 9.234195, -0.717903], [1.630085, 7.528574, -0.473864], [3.668271, 9.092843, 0.329427], [4.100377, 7.521445, -0.444519], [4.015047, 10.254442, -1.531887], [5.358251, 9.241526, -1.617702], [3.799206, 9.119069, -3.860097], [4.014282, 7.571400, -2.925616], [-7.195349, 8.472739, 0.459920], [-6.066121, 7.770729, 1.184990], [-6.407105, 6.273333, 1.350514], [-5.558452, 5.489093, 2.424796], [-4.144469, 6.017582, 2.527006], [-5.527260, 3.993122, 2.122807], [-6.854654, 3.426214, 2.663583], [-6.839369, 4.110334, 4.009558], [-6.220207, 5.494310, 3.843945], [-7.681876, 7.898868, -0.330961], [-6.955140, 9.415547, -0.032894], [-7.956572, 8.767298, 1.183536], [-5.882951, 8.336626, 2.101519], [-5.103498, 7.898391, 0.684343], [-5.939314, 5.825295, 0.473103], [-7.439592, 5.982205, 1.516491], [-4.139309, 6.977895, 3.032871], [-3.857343, 6.001829, 1.475934], [-3.604570, 5.233253, 3.054241], [-4.721675, 3.467219, 2.635520], [-5.356584, 3.915431, 1.048436], [-6.879233, 2.349044, 2.810102], [-7.693322, 3.768274, 2.057763], [-6.241425, 3.540970, 4.721498], [-7.837745, 4.196907, 4.438178], [-5.486303, 5.755227, 4.606113], [-6.897204, 6.344661, 3.932980], [3.389358, 5.014187, 0.632215], [3.685566, 3.621743, 1.288338], [2.510736, 3.262781, 2.263687], [2.746965, 1.865056, 2.960497], [4.233691, 1.749976, 3.291228], [2.249088, 0.650092, 2.175425], [1.783846, -0.361869, 3.257784], [1.776692, 0.431818, 4.578947], [1.914757, 1.876507, 4.186484], [3.150645, 5.835326, 1.309061], [2.483186, 4.984780, 0.019477], [4.193790, 5.323637, -0.033955], [4.686018, 3.614204, 1.715194], [3.763415, 2.949725, 0.429476], [1.649824, 3.088388, 1.622846], [2.424424, 4.020948, 3.036094], [4.324996, 0.972056, 4.046739], [4.523642, 2.717282, 3.695468], [4.877445, 1.519378, 2.446772], [3.073591, 0.310111, 1.552793], [1.418530, 0.957657, 1.543861], [2.426631, -1.240243, 3.300171], [0.798318, -0.785983, 3.073712], [2.604043, 0.160784, 5.232628], [0.819546, 0.237933, 5.058779], [2.503268, 2.336865, 4.978355], [0.988788, 2.299983, 3.807458], [-1.196891, 3.453037, 2.464318], [0.816866, -3.110944, 0.506980], [1.734023, -2.074657, 0.537958], [1.525276, -4.319337, 0.394278], [0.013695, -2.967175, 1.643794], [-0.074704, -2.989055, -0.574055]],
  "forces_ev_per_angstrom": [[1.24, -1.02, 0.35], [-1.30, 1.37, -0.72], [0.27, -0.19, 1.98], [-0.66, 0.42, -1.47], [1.28, 0.28, -0.73], [-0.44, -1.05, 0.68], [-0.08, -1.25, -1.13], [-1.23, -0.39, 0.10], [1.44, -0.31, -1.05], [-0.76, 0.40, 1.15], [0.17, 0.39, -0.62], [-0.32, -0.38, -0.10], [0.09, 0.03, -0.20], [-0.16, -0.34, 0.39], [0.11, 0.08, 0.00], [0.01, -0.10, 0.21], [0.22, 0.18, 0.23], [-0.15, 0.15, 0.15], [-0.09, 0.15, -0.08], [-0.03, -0.23, 0.19], [0.36, 0.26, 0.01], [0.05, 0.16, -0.19], [0.03, 0.04, 0.15], [-0.25, 0.49, 0.09], [0.25, 0.38, 0.53], [0.62, 0.18, 0.44], [-0.13, -0.24, 0.11], [0.81, 0.11, 0.12], [-0.57, 0.44, -0.45], [-0.77, -0.28, -0.21], [-0.65, 0.47, -0.69], [-1.24, -0.80, -0.25], [0.42, 0.72, -0.26], [-0.71, -2.02, 2.23], [1.69, -0.23, 0.40], [-1.13, -0.01, 0.79], [0.23, 1.14, -0.51], [-0.66, -0.05, 0.26], [-1.72, -0.86, -1.12], [2.06, 0.46, 1.37], [0.33, 0.17, 0.21], [0.32, -0.08, -0.09], [0.13, -0.26, 0.00], [0.29, 0.12, -0.04], [0.34, 0.41, -0.57], [-0.15, 1.13, -0.10], [0.70, -0.01, -1.03], [0.18, 0.07, 0.25], [-0.06, 0.51, 0.23], [-0.38, -0.48, -0.39], [0.25, -0.44, -0.16], [0.09, 0.21, -0.44], [-0.13, 0.03, -0.02], [0.13, -0.58, 0.38], [-0.13, -0.41, -0.35], [0.64, -0.13, 0.04], [0.13, 0.27, 0.54], [-0.51, 0.15, 0.25], [0.27, -0.61, -0.61], [-0.57, 0.83, -0.31], [0.43, 0.94, -0.77], [-0.19, -1.12, -0.19], [0.67, -0.50, 0.07], [0.61, 1.02, -1.19], [-0.05, 1.85, 0.32], [-0.75, -1.07, -0.26], [-0.53, 0.78, 0.33], [-0.87, -1.06, 0.29], [0.23, 0.13, 0.11], [-1.35, -0.40, -0.63], [-0.01, 0.12, 0.33], [-0.03, -0.03, -0.02], [-0.28, -0.31, -0.25], [0.04, -0.10, 0.51], [-0.19, -0.10, -0.15], [-0.36, -0.02, -0.02], [0.01, -0.28, 0.33], [0.23, -0.38, 0.17], [-0.11, -0.10, -0.21], [0.10, 0.04, -0.06], [-0.47, 0.17, 0.98], [0.62, -0.12, -0.07], [0.13, -0.43, 0.27], [-0.11, -0.09, -0.16], [0.17, -0.14, -0.02], [0.18, 0.62, 0.67], [0.59, 0.30, -0.66], [0.49, -0.09, 0.30], [0.14, -0.14, 0.15], [0.46, 0.42, 0.00], [0.51, -1.69, 0.60], [0.48, 1.32, -0.36], [1.02, -0.58, 0.87], [-1.85, 1.81, -2.78], [-0.41, -1.27, -1.44], [-0.13, -1.37, 2.49], [-0.64, -0.87, 0.45], [0.18, 3.15, 0.16], [-0.61, -0.13, 0.89], [-0.50, 0.61, -0.06], [-0.33, 0.10, 0.00], [-0.06, -0.31, -0.39], [-0.70, 0.02, 0.35], [-0.21, 0.04, -0.01], [0.43, 0.12, -0.23], [-0.25, 0.16, 0.16], [-0.27, 0.20, 0.08], [0.11, 0.05, 0.28], [0.14, 0.34, 0.37], [-0.22, -0.55, -0.68], [0.95, 0.37, -0.09], [0.83, -0.09, 0.22], [0.54, -0.35, -0.67], [0.24, -0.25, 0.29], [0.15, -0.36, -0.32], [0.13, 0.07, -0.13], [0.53, -0.23, 0.02], [0.04, 1.12, 2.10], [0.31, -1.94, -1.36], [1.06, -0.66, 0.96], [0.71, -1.63, -0.43], [-2.04, 0.17, -0.64], [0.67, 0.79, -0.94], [-0.04, -0.79, 1.73], [1.04, 0.67, -1.16], [-1.44, -0.09, -0.68], [0.17, 0.33, 0.02], [-0.55, 0.77, -1.06], [-0.04, -0.74, -0.48], [-0.31, 1.10, 0.20], [0.55, -0.34, 0.59], [-0.46, 0.10, -0.07], [-0.24, 0.22, -0.40], [-0.12, -0.02, 0.81], [0.96, 0.50, -0.41], [-0.02, 0.46, -0.08], [0.02, -0.35, 0.00], [-0.37, 0.21, 0.34], [-0.07, -0.29, -0.13], [-0.02, 0.04, -0.38], [-0.35, -0.15, 0.28], [0.00, -0.05, -0.15], [0.01, 0.43, 0.76], [0.84, 0.28, 0.35], [-0.48, 0.31, -0.19], [-0.10, 0.09, 0.58], [0.33, -0.10, -1.25], [0.15, -0.52, 0.19], [-1.32, -0.77, 1.50], [1.10, 1.41, 0.94], [0.75, 0.39, -0.49], [-1.16, 1.42, 0.21], [0.34, -0.81, 1.14], [0.35, 0.16, 0.28], [-0.45, -0.07, -0.18], [0.01, -0.26, -0.36], [-0.23, 0.09, 0.06], [0.16, 0.32, 0.50], [0.51, 0.45, 0.32], [-0.08, 0.04, -0.49], [0.97, -0.16, -0.49], [0.52, -0.27, -0.27], [-0.10, 0.35, -0.05], [0.22, 0.08, -0.01], [-0.32, -0.42, -1.08], [-0.21, -0.49, 0.34], [-0.54, -0.22, 0.42], [-0.19, 0.13, -0.56], [0.01, -0.68, -0.35], [-0.45, -0.12, -0.06], [0.16, 0.03, -0.68], [-0.91, 0.59, -0.34], [0.14, 0.33, 0.57], [2.38, -0.54, 0.43], [-0.63, 0.05, 2.10], [-1.03, -1.21, -0.77], [-0.64, -0.22, -1.00], [0.67, 1.07, -0.26], [-0.71, 0.39, 1.21], [0.12, 0.73, -0.52], [0.10, -0.32, 0.15], [0.61, -0.08, 0.18], [-0.18, -0.28, -0.04], [-0.34, -0.41, 0.41], [-0.16, -0.40, -0.36], [-0.93, -0.20, -0.43], [-0.04, 0.32, -0.17], [0.12, 0.01, -0.28], [0.76, 0.56, 0.24], [0.38, 0.39, 0.09], [0.33, 0.62, 0.14], [-0.08, -0.20, 0.01], [0.11, -0.01, -0.42], [-0.07, -0.27, -0.03], [0.01, -0.06, -0.05], [0.03, -0.04, 0.04], [0.41, -0.48, -0.25], [-0.37, -0.22, -0.54], [-0.44, -0.31, 0.05], [-0.79, 1.12, -0.46], [2.04, -1.75, -1.54], [1.25, 1.19, -1.30], [-0.95, -0.11, 0.64], [0.07, -0.06, 0.43], [0.43, -0.05, -0.13], [-0.40, -0.72, -0.33], [0.35, -0.71, 0.26], [0.50, -0.16, 0.44], [-0.01, -0.44, -0.11], [0.16, -0.06, 0.18], [-0.19, 0.29, 0.37], [-0.32, -0.44, 0.22], [-0.54, 0.55, 0.62], [-0.36, -0.16, 0.03], [0.16, 0.04, -0.02], [0.10, -0.17, 0.22], [-0.43, -0.07, -0.21], [-0.12, -0.12, -0.03], [0.10, 0.22, 0.11], [0.19, 0.16, -0.01], [-0.02, 0.31, -0.40], [-0.21, -0.26, 0.10], [0.24, 0.20, 0.45], [-0.67, 1.01, -0.15], [-0.35, 0.51, 0.84], [0.02, -0.45, -0.35], [-0.19, 0.02, 0.09], [0.70, 0.78, -0.36], [-0.48, -0.01, 0.37], [-0.11, -0.53, 0.66], [-0.06, -0.05, -0.71]]
}

2.
{
  "formula": "C3H3IN2S",
  "method": "ωB97M-V with the def2-TZVPD basis set",
  "e_lumo_ev": 0.1,
  "relative_energy_kcal_mol": 0.00,
  "e_homo_ev": -9.26,
  "total_energy_ev": -25075.029,
  "total_charge": 0,
  "fmax_ev_per_a": 2.7,
  "species": ["C", "C", "C", "N", "N", "S", "I", "H", "H", "H"],
  "coordinates": [[0.208813, -0.303486, 0.116061], [-1.169257, -0.108610, -0.163340], [1.218124, 0.792823, 0.126957], [0.589565, -1.531881, 0.143550], [-1.864462, -1.266552, -0.236613], [-0.774137, -2.402928, 0.014579], [-2.236901, 1.710728, -0.154309], [0.870572, 1.578973, 0.782692], [2.154412, 0.331562, 0.206551], [1.003274, 1.199370, -0.836131]],
  "forces_ev_per_angstrom": [[0.26, 2.15, -0.49], [-1.80, -1.18, 0.49], [-2.65, -0.09, -0.40], [-0.58, -1.51, 0.61], [1.01, 2.11, 0.28], [0.20, -1.84, -0.43], [0.53, -0.56, -0.14], [0.70, 0.09, 0.70], [1.53, 0.12, 0.41], [0.80, 0.70, -1.04]]
}